No. 1
5 unconnected molecules or ions with the total composition C30H72O17P2 at a distorted geometry. Source: the Open Molecules 2025 dataset; level of theory: wB97M-V/def2-TZVPD.

spin multiplicity: 1
net charge: 0
lowest unoccupied orbital energy: 0.54 eV
SMILES string: CCOP(=O)(OCC)OCC.CCOP(=O)(OCC)OCC.COCCOCCOC.COCCOCCOC.COCCOCCOC
frontier orbital gap: 9.805 eV
ΔE to the lowest compared entry with this formula, charge and spin: 108.9 kJ/mol

CARTESIAN COORDINATES (ANGSTROEM)
C 1.6568 -1.8001 2.6278
C 1.4757 -2.2987 4.0470
O 0.3573 -3.2030 4.1976
P 0.1126 -3.9619 5.5633
O -0.8162 -5.1030 5.4662
O 1.5883 -4.2876 6.0701
C 1.8978 -4.3837 7.4609
C 3.3309 -4.8325 7.6995
O -0.4084 -2.9018 6.6567
C -1.5219 -3.2445 7.4792
C -2.8770 -3.0677 6.7965
H 2.6617 -1.4016 2.5035
H 1.5393 -2.4974 1.7897
H 0.9012 -1.0772 2.3080
H 2.3248 -2.9635 4.2212
H 1.5097 -1.4633 4.7447
H 1.6907 -3.4318 7.9607
H 1.1700 -5.0303 7.9655
H 3.2765 -5.1444 8.7443
H 3.6182 -5.6863 7.0908
H 4.0173 -4.0086 7.5234
H -1.4681 -4.1449 8.0894
H -1.5023 -2.4124 8.1929
H -3.3143 -3.9662 6.3685
H -3.6124 -2.6534 7.4905
H -2.7517 -2.2774 6.0532
C 3.9109 5.1891 3.4230
C 4.3168 3.7267 3.5962
O 3.2794 2.7425 3.5800
P 2.1551 2.7060 2.4308
O 1.4281 1.4388 2.4278
O 3.0251 3.0297 1.1251
C 2.4878 2.6999 -0.1614
C 1.1704 3.4193 -0.5648
O 1.2945 4.0515 2.6117
C -0.1208 3.9661 2.9019
C -0.3139 3.8729 4.4334
H 3.7760 5.5024 2.3818
H 2.9823 5.4853 3.9052
H 4.7273 5.8402 3.7416
H 5.1133 3.3742 2.9414
H 4.7072 3.6993 4.6164
H 3.2703 3.0226 -0.8464
H 2.2961 1.6330 -0.2712
H 0.4497 2.6203 -0.7437
H 0.8419 4.1766 0.1368
H 1.3379 3.8600 -1.5483
H -0.6800 4.7264 2.3582
H -0.4945 3.0358 2.4561
H -0.0896 4.8340 4.8885
H -1.3223 3.4539 4.4878
H 0.3713 3.1414 4.8564
C 2.9606 -1.3397 -2.5479
O 2.9687 -2.6057 -1.8759
C 2.7969 -3.7373 -2.7156
C 3.9300 -3.9456 -3.6910
O 3.9847 -2.9944 -4.7158
C 5.0981 -3.1900 -5.5714
C 4.9747 -2.3990 -6.8239
O 6.2687 -2.1260 -7.3211
C 6.2450 -1.4776 -8.5644
H 3.9476 -1.2640 -3.0112
H 2.8326 -0.6037 -1.7637
H 2.2032 -1.3399 -3.3338
H 1.8729 -3.5308 -3.2739
H 2.6038 -4.5922 -2.0759
H 4.0668 -4.9744 -4.0495
H 4.8380 -3.8567 -3.0631
H 5.2772 -4.2613 -5.7196
H 5.9786 -2.8531 -5.0022
H 4.4339 -1.4618 -6.6503
H 4.4312 -2.9839 -7.5782
H 5.6237 -1.9894 -9.3069
H 7.2663 -1.4326 -8.9318
H 5.8483 -0.4576 -8.5186
C -1.8156 -0.1018 2.2791
O -3.2039 0.2123 2.3349
C -4.0114 -0.4130 1.3616
C -3.8240 0.2050 -0.0128
O -2.5612 -0.1078 -0.5498
C -2.2603 0.4471 -1.7895
C -1.0096 -0.0451 -2.4914
O 0.2075 0.1526 -1.8056
C 0.3621 -0.6187 -0.6447
H -1.4648 0.0203 3.3022
H -1.2629 0.6240 1.6765
H -1.5827 -1.0862 1.8755
H -5.0324 -0.2003 1.6718
H -3.8923 -1.4940 1.2353
H -3.9638 1.2889 0.1121
H -4.6145 -0.0400 -0.7348
H -2.0525 1.5235 -1.6735
H -3.0945 0.3425 -2.4942
H -0.8945 0.4754 -3.4444
H -1.0623 -1.1016 -2.7964
H 1.1881 -0.1758 -0.0782
H 0.6921 -1.6601 -0.7429
H -0.4850 -0.5925 0.0408
C -5.0054 4.1835 -0.8542
O -5.8346 3.0508 -1.1451
C -6.6533 3.2133 -2.2939
C -6.0150 2.7482 -3.5870
O -5.6102 1.4089 -3.4910
C -4.8659 1.0097 -4.6320
C -5.5417 1.1775 -5.9818
O -4.8157 0.5800 -7.0465
C -3.6028 1.2603 -7.3344
H -5.6384 5.0605 -1.0025
H -4.1024 4.1291 -1.4568
H -4.7716 4.1908 0.2086
H -6.9285 4.2658 -2.4372
H -7.5891 2.7235 -2.0273
H -5.2405 3.4755 -3.8610
H -6.8083 2.8920 -4.3346
H -4.7286 -0.0757 -4.5432
H -3.8263 1.3341 -4.5177
H -5.6659 2.2349 -6.2496
H -6.5228 0.7069 -6.0023
H -3.0977 0.6665 -8.0935
H -2.9239 1.2326 -6.4770
H -3.8007 2.2883 -7.6416

---

No. 2
A molecular structure, C30H72O18S9 at a distorted geometry. Source: the Open Molecules 2025 dataset; level of theory: wB97M-V/def2-TZVPD.

spin multiplicity: 1
net charge: 0
lowest unoccupied orbital energy: -0.18 eV
frontier orbital gap: 8.162 eV
ΔE to the lowest compared entry with this formula, charge and spin: 785.3 kJ/mol

CARTESIAN COORDINATES (ANGSTROEM)
C 5.8587 -3.1214 2.7652
C 4.4277 -3.5123 2.3728
C 3.5216 -2.3725 1.9143
O 3.2343 -2.6082 0.5564
C 3.7654 -3.7987 0.1774
O 3.4990 -4.3677 -0.8317
O 4.5550 -4.2596 1.1570
H 6.4996 -3.9971 2.6697
H 5.8798 -2.7469 3.7879
H 6.2533 -2.3971 2.0503
H 3.9633 -4.0937 3.1689
H 4.0652 -1.4317 2.0011
H 2.6848 -2.3922 2.6114
C -4.8053 2.0939 -2.4312
C -4.5069 1.1521 -1.2862
C -3.0658 1.2993 -0.7522
O -3.2541 1.8883 0.5246
C -4.5905 1.9632 0.8251
O -5.0417 2.4505 1.8046
O -5.3368 1.4397 -0.1740
H -5.8402 1.8964 -2.7382
H -4.2958 1.8888 -3.3727
H -4.7761 3.1460 -2.1500
H -4.5903 0.1113 -1.5894
H -2.4785 1.9868 -1.3651
H -2.5787 0.3256 -0.7418
C 0.2612 4.0959 0.9840
C -0.7815 5.2076 0.8395
C -1.8159 4.9427 -0.2795
O -3.0495 5.1961 0.4242
C -2.8500 5.4242 1.6955
O -3.7211 5.6399 2.5011
O -1.5638 5.2421 2.0434
H 0.9663 4.1262 1.8114
H 0.8901 4.1770 0.0930
H -0.2700 3.1434 0.9859
H -0.4041 6.2197 0.6715
H -1.8423 3.8935 -0.5633
H -1.7104 5.6716 -1.0763
C -1.4010 1.0862 1.4134
S -0.9148 -0.1341 0.1512
O -0.6418 0.5800 -1.1625
C 0.7173 -0.6908 0.6991
H -2.4418 1.3960 1.3506
H -0.6562 1.8743 1.5238
H -1.3263 0.5945 2.3903
H 1.4880 0.0389 0.4730
H 0.8531 -1.6397 0.1855
H 0.7670 -0.8887 1.7690
C -3.0919 -2.7086 -4.4390
S -2.7703 -1.1124 -3.6642
O -3.1345 -1.3934 -2.2071
C -0.9687 -1.0256 -3.6631
H -4.1206 -3.0568 -4.3823
H -2.3705 -3.3492 -3.9595
H -2.9100 -2.7065 -5.5180
H -0.5779 -1.9158 -3.1689
H -0.6344 -0.1149 -3.1767
H -0.5659 -1.0460 -4.6781
C -0.1145 -4.5136 -0.6843
S -1.1815 -5.0361 -2.0459
O -1.1180 -6.5299 -2.1507
C -2.8150 -4.7213 -1.3371
H 0.0380 -3.4348 -0.6722
H 0.8497 -4.9645 -0.9330
H -0.3994 -4.8806 0.3012
H -2.9837 -5.3043 -0.4333
H -3.5444 -5.0724 -2.0664
H -2.9516 -3.6542 -1.1567
C 0.7650 3.6563 -4.9133
S -0.3274 2.5832 -3.9095
O -1.3922 3.5112 -3.3793
C 0.8691 2.4574 -2.5732
H 0.4733 3.6336 -5.9639
H 1.8168 3.4147 -4.7830
H 0.5913 4.6911 -4.6147
H 0.3179 1.8745 -1.8244
H 1.1688 3.3847 -2.0903
H 1.7068 1.7980 -2.8103
C 3.3211 3.5110 -2.5373
S 2.5835 4.1050 -0.9587
O 1.5291 5.0490 -1.4213
C 1.7653 2.5398 -0.5439
H 2.5483 3.0146 -3.1281
H 4.0419 2.7023 -2.3879
H 3.7994 4.3260 -3.0717
H 2.4662 1.7406 -0.2880
H 1.2533 2.1831 -1.4371
H 1.1067 2.5950 0.3206
C 4.0272 0.7296 3.8618
S 3.1370 1.6107 2.5279
O 1.6831 1.3108 2.7367
C 3.5179 3.3102 3.0434
H 4.1077 -0.3409 3.6948
H 3.4498 0.8692 4.7767
H 5.0410 1.1092 3.9896
H 3.0731 3.9858 2.3157
H 4.6068 3.3971 2.9965
H 3.2824 3.6213 4.0616
C 0.2526 -1.5937 4.6643
S 0.1597 -3.2265 3.8021
O 1.4085 -4.0209 4.1597
C -1.1260 -3.8638 4.8963
H -0.6794 -1.0279 4.6423
H 1.0207 -0.9759 4.1947
H 0.5358 -1.6901 5.7139
H -1.0461 -4.9468 5.0120
H -2.1436 -3.7977 4.5085
H -1.1554 -3.4316 5.8957
C 4.0774 -0.3611 -2.4153
S 2.2758 -0.3186 -2.8249
O 1.9850 0.3330 -4.1376
C 2.0333 -2.1192 -2.9309
H 4.3046 -1.1838 -1.7410
H 4.3624 0.5302 -1.8532
H 4.5830 -0.3174 -3.3798
H 2.4480 -2.5838 -2.0383
H 2.4012 -2.6679 -3.8000
H 0.9513 -2.2587 -2.9694
C -4.4985 -2.9090 3.0332
S -3.4822 -2.9646 1.4923
O -2.0750 -2.5845 1.8640
C -4.2011 -1.4443 0.7745
H -5.5283 -2.6422 2.8066
H -4.0790 -2.1855 3.7316
H -4.4051 -3.9074 3.4568
H -3.5889 -1.1463 -0.0764
H -4.1259 -0.6637 1.5327
H -5.2294 -1.6023 0.4537

---

No. 3
A molecular structure, C30H75BF4N5NaO10 at a distorted geometry. Source: the Open Molecules 2025 dataset; level of theory: wB97M-V/def2-TZVPD.

spin multiplicity: 1
net charge: 0
lowest unoccupied orbital energy: 0.20 eV
frontier orbital gap: 8.345 eV
ΔE to the lowest compared entry with this formula, charge and spin: 0.0 kJ/mol

CARTESIAN COORDINATES (ANGSTROEM)
Na 0.3065 1.5526 0.0050
B 1.6929 0.4749 -2.1433
F 0.5792 1.1145 -2.6544
F 2.4258 0.0215 -3.2217
F 2.3739 1.4223 -1.4115
F 1.2872 -0.5552 -1.3526
C 0.2176 7.9143 2.7502
O 1.0948 7.0776 1.9460
C 1.2527 7.6418 0.6749
C 1.7884 6.6754 -0.4817
N 0.7741 5.8178 -1.1106
C 1.3097 4.8045 -2.0454
C 0.2085 4.0914 -2.8031
O -0.4428 5.1948 -3.4482
C -1.5568 4.8747 -4.3198
H -0.1181 7.4167 3.6600
H -0.7116 8.2648 2.3009
H 0.7450 8.7987 3.1078
H 2.0180 8.4048 0.8167
H 0.3580 8.1121 0.2668
H 2.5973 6.1173 -0.0101
H 2.3100 7.3341 -1.1761
H 0.1491 6.2900 -1.7482
H 1.7854 4.0595 -1.4076
H 2.0829 5.2490 -2.6720
H -0.4802 3.6329 -2.0935
H 0.4175 3.2792 -3.4993
H -1.4717 4.0726 -5.0529
H -1.8131 5.7897 -4.8539
H -2.3857 4.5159 -3.7097
C 2.8269 -2.1547 3.2120
O 2.0142 -3.1088 2.5449
C 0.9639 -2.5194 1.8023
C 0.2280 -3.5559 0.9628
N -0.5974 -4.4452 1.7703
C -1.0578 -5.4630 0.8683
C -1.9782 -6.5418 1.5375
O -1.1017 -7.2177 2.4238
C -1.5830 -8.2142 3.2664
H 3.6677 -2.6329 3.7145
H 2.2191 -1.5497 3.8849
H 3.2770 -1.4432 2.5197
H 1.3625 -1.6571 1.2679
H 0.1999 -2.0585 2.4285
H 1.0066 -4.1999 0.5540
H -0.3026 -2.9735 0.2096
H -0.0929 -4.8705 2.5350
H -0.2761 -5.9821 0.3137
H -1.6776 -5.0463 0.0745
H -2.3867 -7.1257 0.7127
H -2.7470 -6.1284 2.1903
H -1.9056 -7.7881 4.2163
H -0.7402 -8.8788 3.4566
H -2.4179 -8.7646 2.8326
C 3.5711 -3.0986 -2.4744
O 3.0787 -4.3979 -2.8606
C 1.7074 -4.3864 -3.1228
C 1.2813 -5.8629 -3.2999
N 0.8725 -6.5375 -2.0938
C 0.4679 -7.9563 -2.3526
C 0.3244 -8.7215 -1.0244
O 1.6727 -8.7895 -0.5099
C 2.2136 -10.1317 -0.4089
H 4.6463 -3.1101 -2.2955
H 3.0935 -2.5966 -1.6330
H 3.5371 -2.3991 -3.3097
H 1.5824 -3.8244 -4.0483
H 1.1992 -3.9082 -2.2854
H 2.1653 -6.3988 -3.6455
H 0.4659 -5.9911 -4.0118
H 1.6397 -6.5434 -1.4369
H 1.1204 -8.5134 -3.0250
H -0.4606 -7.8265 -2.9084
H -0.0318 -9.7237 -1.2627
H -0.2934 -8.2156 -0.2825
H 3.2294 -10.1710 -0.0156
H 2.3230 -10.6094 -1.3825
H 1.6436 -10.8461 0.1853
C -4.7885 2.3517 -3.2019
O -4.2083 1.5583 -2.1075
C -2.8776 1.2558 -2.3285
C -2.3325 0.1911 -1.2817
N -2.1149 0.7629 0.0693
C -1.9606 -0.3703 0.9987
C -1.5191 0.1217 2.3293
O -0.1687 0.5341 2.4394
C 0.2683 0.4983 3.7704
H -4.2613 3.2680 -3.4677
H -5.8448 2.5583 -3.0294
H -4.7601 1.6650 -4.0479
H -2.3060 2.1826 -2.2782
H -2.8044 0.8363 -3.3318
H -1.3937 -0.2408 -1.6282
H -3.0113 -0.6614 -1.2563
H -3.0177 1.2024 0.1787
H -1.1699 -0.9788 0.5599
H -2.9202 -0.8863 1.0301
H -1.7520 -0.6446 3.0687
H -2.1846 0.9487 2.5769
H -0.2939 1.2181 4.3653
H 1.2938 0.8455 3.8966
H 0.2182 -0.5281 4.1336
C 3.4496 1.8229 1.3328
O 2.1303 2.2258 1.4554
C 1.9301 3.5684 1.9078
C 0.4198 3.9103 2.0191
N -0.2429 3.8748 0.7089
C -1.6913 4.3359 0.7511
C -1.8709 5.7771 1.1912
O -3.2873 6.0082 1.1251
C -3.7194 7.3076 1.4949
H 4.0959 2.5657 0.8653
H 3.6037 0.8373 0.8934
H 3.8120 1.7211 2.3557
H 2.5474 4.3329 1.4361
H 2.3660 3.6065 2.9061
H 0.4068 4.8748 2.5267
H -0.0656 3.2505 2.7383
H 0.2695 4.4968 0.1001
H -2.2495 3.6631 1.4020
H -2.1751 4.2067 -0.2171
H -1.3600 6.4552 0.5075
H -1.4596 5.9777 2.1805
H -4.7991 7.3462 1.3510
H -3.3803 8.1100 0.8398
H -3.5654 7.4552 2.5639

---

Number 1: electronic energy -85661.44552 eV. Number 2: electronic energy -166632.86895 eV. Number 3: electronic energy -76215.03908 eV.